1.
ORCA calculation (ωB97M-V/def2-TZVPD) on a cluster of 4 separate species, CH7O5 in total.

Its total charge is -1. The value obtained for the LUMO energy is 0.1448 hartree. As for the molar mass: 99.06 u. The gap between HOMO and LUMO is 9.56 eV. The calculation puts the energy relative to the best compared isomer or geometry (same formula, charge and spin) at 0.185 eV.

```
13
Properties=species:S:1:pos:R:3:forces:R:3
O 0.5001 1.3762 -0.6266 -0.012 0.194 0.039
C -0.5869 1.0294 -0.1468 -0.158 -0.343 0.027
O -0.9225 -0.1126 0.2794 0.020 0.172 -0.015
H -1.3863 1.8090 -0.0699 0.141 0.022 -0.055
H -3.0191 -2.1342 -0.7543 -0.041 0.157 0.071
H -1.6074 -1.5580 -0.5122 -0.121 -0.043 0.151
O -2.0911 -2.3674 -0.7895 0.178 -0.143 -0.173
H 2.1915 0.9963 -1.0867 -0.061 0.143 -0.075
H 2.8167 0.0913 -2.1125 0.077 0.007 -0.023
O 3.0339 0.8545 -1.5697 -0.033 -0.163 0.059
H -0.2934 -0.1292 2.0476 -0.057 0.059 -0.123
H 1.1315 0.0743 2.4967 -0.092 0.054 0.032
O 0.2330 0.0705 2.8446 0.157 -0.116 0.086
```
Positions in Å, forces in eV/Å.

2.
ORCA calculation (ωB97M-V/def2-TZVPD) on an isolated molecule of CH7OP3 in a non-equilibrium geometry.

The SMILES is COP(P)#[PH2]. The value obtained for the LUMO energy is 0.0293 hartree. As for the molar mass: 127.99 u. The gap between HOMO and LUMO is 9.36 eV. The calculation puts the energy relative to the best compared isomer or geometry (same formula, charge and spin) at 0.061 eV.

```
12
Properties=species:S:1:pos:R:3:forces:R:3
C -1.6502 -0.8003 0.2401 1.013 0.028 2.428
O -0.4665 -0.4680 -0.3707 2.622 1.422 -0.212
P 2.4601 -0.4894 -0.5145 0.680 0.233 -0.901
P 0.6370 2.2933 -0.3533 1.628 0.557 -0.663
P 0.7886 0.3485 0.5376 -2.057 -1.282 -0.143
H -2.2782 -1.1416 -0.4846 -1.892 -1.039 -2.012
H -2.1335 -0.0175 0.7868 -0.282 0.967 0.223
H -1.4565 -1.5724 0.9636 -0.199 -0.706 0.454
H 1.7358 -1.6285 -0.9000 0.021 -0.255 0.147
H 2.9333 -0.9711 0.6975 0.388 -0.601 0.301
H -0.2371 2.5794 0.6248 -1.322 0.829 1.117
H -0.3328 1.8677 -1.2273 -0.599 -0.152 -0.739
```
Positions in Å, forces in eV/Å.

3.
ORCA calculation (ωB97M-V/def2-TZVPD) on a structure of composition CH8BCsO in a non-equilibrium geometry.

The value obtained for the LUMO energy is -0.0230 hartree. As for the molar mass: 179.79 u. The gap between HOMO and LUMO is 8.17 eV. The calculation puts the energy relative to the best compared isomer or geometry (same formula, charge and spin) at 0.105 eV.

```
12
Properties=species:S:1:pos:R:3:forces:R:3
Cs 3.1317 -26.7944 -13.3510 0.491 0.047 0.025
B 6.2651 -25.7124 -13.0904 0.105 0.723 -0.325
H 5.9310 -26.5093 -12.3135 -0.217 -1.250 1.218
H 5.6779 -25.8689 -14.0812 -1.074 -0.284 -1.463
H 5.9880 -24.6584 -12.6674 -0.422 1.092 0.538
H 7.3809 -25.7039 -13.4235 1.243 -0.326 0.049
C 6.4756 -29.6997 -13.7600 -0.711 -1.013 0.023
O 5.4871 -28.7019 -13.5653 0.323 0.331 0.198
H 7.4513 -29.3288 -14.0667 -0.118 0.229 -0.150
H 6.6096 -30.3402 -12.8769 0.057 0.391 0.171
H 6.0543 -30.3893 -14.5021 0.393 0.223 -0.189
H 5.9199 -27.8815 -13.2378 -0.071 -0.162 -0.094
```
Positions in Å, forces in eV/Å.

4.
ORCA calculation (ωB97M-V/def2-TZVPD) on a structure of composition CH8FeN2O4P2 in a non-equilibrium geometry.

Its total charge is +3. The multiplicity is 6. The value obtained for the LUMO energy (alpha / beta) is -0.5343 / -0.5631 hartree. The expectation value of S² is 8.76. As for the molar mass: 229.88 u. The gap between HOMO and LUMO (alpha / beta) is 6.92 / 6.39 eV.

```
18
Properties=species:S:1:pos:R:3:forces:R:3
N 1.2601 0.0292 1.5973 0.850 1.708 1.772
P 1.5787 0.2424 0.0173 -0.228 0.206 1.242
O 2.5686 -0.8445 -0.4841 -0.563 0.231 -0.158
O 2.2489 1.6620 -0.0842 -0.451 -0.838 -0.917
P -0.2676 0.3162 -1.2606 -0.049 0.371 -0.377
N -1.1029 1.6026 -0.6435 0.066 -1.320 0.046
C -1.1734 -1.3359 -1.1018 -0.665 -1.583 -0.203
O -1.5538 -1.6271 0.2053 0.940 1.083 0.285
O -2.6348 -0.8013 0.5636 -0.235 0.048 -0.667
H 0.2812 -0.1372 1.8014 0.036 -0.318 0.199
H 2.3020 -1.7426 -0.2084 0.518 -0.236 -0.170
H 2.2668 1.9563 -1.0185 0.635 0.609 0.176
H -1.9788 1.7885 -1.1372 0.014 0.303 0.023
H -1.2308 1.6008 0.3636 -0.009 0.742 0.035
H -0.4618 -2.1102 -1.4124 0.061 0.030 0.107
H -2.0312 -1.4197 -1.7780 0.052 0.665 -0.160
H -2.3099 -0.3100 1.3345 -0.199 -0.441 0.442
Fe 2.2387 1.1305 3.2458 -0.774 -1.260 -1.674
```
Positions in Å, forces in eV/Å.